No. 1
ORCA calculation (ωB97M-V/def2-TZVPD) on a single C4H5NO2 molecule.

Last column: Mulliken charge in e.
Cartesian coordinates (Å):
O: 0.061022 1.726635 0.295391  -0.447
C: -0.913585 1.152642 -0.131884  0.171
C: -0.888339 -0.370594 -0.276371  0.456
O: -1.834755 -1.163323 0.150349  -0.522
N: 0.467838 -0.849502 -0.469759  -0.295
C: 1.285927 -0.603831 0.890048  -0.550
C: 1.512493 -0.118801 -0.590578  -0.097
H: -1.951445 1.719352 -0.319864  0.301
H: 1.843775 -1.356454 1.384784  0.251
H: 0.793310 0.195321 1.267939  0.315
H: 1.822089 1.040196 -0.772021  0.174
H: 2.428283 -0.514890 -1.185740  0.244

Forces on atoms 1 to 6 (eV/Å):
O -1.80 0.10 -0.42
C -2.29 1.75 0.00
C -1.62 -4.14 2.89
O 4.53 4.46 -2.64
N -6.66 -3.50 1.88
C 0.35 -0.42 -5.11

Calculated values
LUMO ... -1.03 eV
Max |F| ... 11.3 eV Å⁻¹
SMILES string ... O=CC(=O)N1CC1
E_tot ... -360.47665 Eh
Energy relative to the best compared isomer or geometry (same formula, charge and spin) ... 5.2455 eV
HOMO ... -9.5 eV
HOMO-LUMO gap ... 8.5 eV

=====

No. 2
ORCA calculation (ωB97M-V/def2-TZVPD) on a single C4H5NO2 molecule.

Last column: Mulliken charge in e.
Cartesian coordinates (Å):
O: 2.611949 -0.363719 -0.657537  -0.477
C: 1.422791 -0.196214 -0.773844  -0.043
C: 0.590601 0.413515 0.375409  0.000
C: -0.586760 1.200778 0.050031  -0.351
N: -0.916768 0.078019 0.913143  -0.372
C: -1.205214 -1.209223 0.441782  0.140
O: -0.462042 -1.794012 -0.308841  -0.476
H: 0.926541 -0.341067 -1.749146  0.326
H: 1.195273 0.589405 1.254977  0.371
H: -0.908095 1.156631 -0.988926  0.249
H: -0.709026 2.152319 0.541058  0.241
H: -2.066552 -1.709143 0.927083  0.392

Forces on atoms 1 to 6 (eV/Å):
O -0.77 0.10 0.22
C -0.16 0.03 0.47
C -0.08 -0.32 0.40
C -0.13 0.53 -0.22
N 1.86 -0.66 -0.32
C 0.47 0.05 -0.29

Calculated values
LUMO ... 0.58 eV
Max |F| ... 2.0 eV Å⁻¹
SMILES string ... O=C[C@H]1CN1C=O
E_tot ... -360.56736 Eh
Energy relative to the best compared isomer or geometry (same formula, charge and spin) ... 2.7773 eV
HOMO ... -10.1 eV
HOMO-LUMO gap ... 10.7 eV

=====

No. 3
ORCA calculation (ωB97M-V/def2-TZVPD) on a single C4H5NO2 molecule.

Last column: Mulliken charge in e.
Cartesian coordinates (Å):
N: 2.134117 -1.770506 -0.409762  -0.518
C: 1.225562 -0.830467 -0.092660  0.628
C: 0.416999 0.030832 0.171707  -0.874
C: -0.586502 1.091390 0.266744  0.418
O: -1.212727 1.200218 1.533939  -0.533
C: -1.661773 0.797938 -0.784653  -0.050
O: -1.665205 1.264533 -1.893611  -0.462
H: 1.804376 -2.724101 -0.449623  0.245
H: 3.052166 -1.670824 -0.001164  0.243
H: -0.132321 2.056562 0.012492  0.224
H: -0.926181 0.452555 2.070804  0.350
H: -2.448513 0.101870 -0.424213  0.329

Forces on atoms 1 to 6 (eV/Å):
N -0.02 0.00 0.07
C -0.36 0.34 0.16
C 0.38 -0.37 -0.18
C 0.14 0.06 -0.22
O 0.06 -0.15 0.14
C -0.02 0.12 -0.44

Calculated values
LUMO ... 0.58 eV
Max |F| ... 0.6 eV Å⁻¹
SMILES string ... NC#C[C@H](O)C=O
E_tot ... -360.56628 Eh
Energy relative to the best compared isomer or geometry (same formula, charge and spin) ... 2.8065 eV
HOMO ... -9.2 eV
HOMO-LUMO gap ... 9.8 eV

=====

No. 4
ORCA calculation (ωB97M-V/def2-TZVPD) on a single C4H5NO2 molecule.

Last column: Mulliken charge in e.
Cartesian coordinates (Å):
C: 1.328104 0.217092 0.387260  -1.114
C: 0.046873 0.047318 -0.456822  0.670
C: -0.634580 -1.181020 -0.258826  -0.413
N: -1.809988 -1.066876 0.131555  -0.281
O: -2.081904 0.262750 0.390639  -0.198
C: -1.030590 1.047009 -0.161306  0.363
O: -0.983164 2.274908 -0.115126  -0.540
H: 1.489973 1.349208 0.556658  0.303
H: 1.346471 -0.327054 1.497023  0.276
H: 2.185210 -0.359956 -0.122754  0.318
H: 0.325979 -0.022819 -1.498604  0.278
H: -0.182380 -2.240558 -0.349692  0.337

Forces on atoms 1 to 6 (eV/Å):
C 1.45 -0.50 2.20
C 1.71 0.69 -0.35
C 1.10 -4.01 0.24
N -1.71 -1.08 1.11
O 0.39 2.10 -1.31
C -0.20 2.44 1.89

Calculated values
LUMO ... 0.52 eV
Max |F| ... 4.2 eV Å⁻¹
SMILES string ... C[C@H]1C=NOC1=O
E_tot ... -360.57128 Eh
Energy relative to the best compared isomer or geometry (same formula, charge and spin) ... 2.6704 eV
HOMO ... -10.6 eV
HOMO-LUMO gap ... 11.1 eV